Computed, not measured: 2 unconnected molecules or ions with the total composition C7H11N6, with ωB97M-V/def2-TZVPD.

- Charge: +1
- Kohn-Sham gap (alpha / beta): 6.575 / 7.222 eV
- Strongest force on any atom: 6.36 eV Å⁻¹
- 2S+1: 3
- HOMO (alpha / beta): -9.81 / -12.48 eV
- Expectation value of S²: 2.0338

The geometry in XYZ format:
```
24
Properties=species:S:1:pos:R:3:forces:R:3:mulliken_charge:R:1
H 2.396787 0.718816 -2.481170 -0.7311 0.4463 0.5221 0.39
C -0.803242 1.302209 0.993438 1.4839 -2.0373 -0.6377 0.30
H -1.552758 0.779732 -1.728053 0.1649 2.7547 -1.9747 0.30
H 1.234776 -3.045358 0.984686 -2.3035 -1.6275 2.9254 0.17
H -1.091880 0.113186 2.789654 0.4716 -2.2436 1.6353 0.50
H -2.671598 2.112468 3.523401 0.2015 0.4126 -0.8981 0.42
N -1.311750 2.496710 0.655917 -0.5833 0.7836 -0.5691 0.42
N 2.171859 -0.782871 -1.110862 -0.0321 -0.5268 0.4991 -0.13
C 1.770631 0.497807 -1.602338 0.9472 -0.3363 -0.7610 -0.65
H 0.358777 2.048011 -1.706575 0.5667 -0.6299 1.1786 0.33
N 0.610379 -0.635040 0.607759 1.0230 0.7141 -2.9759 -0.10
C -1.268646 0.980556 2.298552 0.0944 1.8192 -3.3143 -0.56
H 0.113170 -1.129923 1.279610 -1.1586 -0.8103 1.3776 0.23
N 1.730568 -2.603774 0.324871 4.5487 -0.4215 -4.4201 -0.34
N -1.618421 -0.072652 -1.295847 -1.5905 -3.2629 0.3548 -0.46
H 2.457785 -3.213350 -0.169144 -1.5815 1.3766 1.0469 0.24
C 1.492149 -1.384485 -0.104554 -0.3240 1.8526 0.6658 0.46
H 3.045477 -1.187392 -1.489886 -1.1117 0.2232 0.4567 0.28
H -1.144661 3.041890 -0.223315 -0.4523 -0.7274 1.6097 0.26
C -2.106254 2.029902 2.580092 -0.7105 0.1778 1.3383 -0.54
C -0.011217 0.544011 0.067530 3.4454 2.8481 1.0617 0.38
N -2.143153 2.929395 1.609542 -0.3620 1.2621 -0.0484 -0.92
C 0.765988 1.213062 -1.079379 -1.4268 -1.7383 0.6865 -0.24
H -2.388449 0.093149 -0.657735 -0.5796 -0.3091 0.2408 0.27
```
Forces are in eV/Å.

***

Computed, not measured: a single C20H16N2O2S molecule, with ωB97M-V/def2-TZVPD.

- Charge: 0
- Kohn-Sham gap: 9.090 eV
- Strongest force on any atom: 1.22 eV Å⁻¹
- SMILES: Cc1onc(-c2ccccc2)c1-c1csc(COc2ccccc2)n1
- 2S+1: 1
- HOMO: -8.62 eV

The geometry in XYZ format:
```
41
Properties=species:S:1:pos:R:3:forces:R:3:mulliken_charge:R:1
H 3.184708 -1.612359 -0.825147 -0.0016 -0.0811 0.0306 0.42
O 1.841710 4.666889 1.075026 -0.6767 0.1873 0.4189 -0.19
C -3.747284 -4.665424 1.178930 -0.1728 -0.0130 0.0694 -0.57
H -2.112823 -6.046206 1.295622 0.0379 -0.0760 0.0230 0.36
C 2.112653 2.779148 0.077274 -0.5074 0.6159 0.6058 0.24
H -2.333931 -0.962588 -1.855547 0.1518 -0.0624 0.0015 0.34
C 3.967913 -0.226555 -2.257026 0.0397 -0.0075 -0.0685 -0.41
H 4.431014 -0.992777 -2.861538 0.0351 -0.0541 -0.0457 0.40
C -4.164471 -3.438728 0.699571 -0.0412 -0.1330 0.0846 -0.81
H -1.310470 4.269635 1.795973 -0.0646 -0.0046 -0.0123 0.42
H -0.591522 -0.861340 -2.223345 -0.1796 0.0460 0.1392 0.31
C -2.451528 -5.089526 0.926825 0.0498 0.0341 -0.0251 -0.36
H -3.666162 -1.676487 -0.382174 -0.0153 0.0705 -0.0632 0.40
C -1.064485 1.349098 1.618556 -0.0283 -0.2132 -0.2841 -0.68
N 2.681789 3.934972 0.304333 0.8940 -0.5111 -0.6467 -0.71
C 0.732108 3.958248 1.331585 -0.0418 -0.8474 -0.4127 0.11
C 2.665112 0.401303 -0.343382 0.1525 0.1126 0.0129 -0.29
H -0.228953 4.305748 3.195394 -0.0442 0.0173 0.0654 0.29
H 4.639638 1.380442 -3.501607 0.0356 0.0237 -0.0644 0.37
H -5.171204 -3.096753 0.889161 -0.0783 0.0289 0.0146 0.37
C 0.833044 2.731061 0.721310 0.3076 0.9383 0.2598 1.04
H -1.215370 1.799063 2.577839 0.0443 0.1384 0.2424 0.47
C -3.305040 -2.629265 -0.025901 0.1810 0.2213 -0.2428 -0.30
H 3.563855 3.128580 -2.120115 -0.0033 0.0986 -0.0484 0.42
C 3.483527 2.087009 -1.850152 -0.1141 -0.0067 0.1402 -0.52
C -1.324129 -1.052810 -1.433870 -0.1755 0.1051 -0.3870 -0.78
O -1.065958 -2.366670 -0.994820 0.0294 -0.2906 0.1353 -0.40
C 2.758197 1.739378 -0.714179 0.4036 -0.1760 -0.2923 0.40
C -0.332410 4.589470 2.147995 0.2501 0.0406 -0.0321 -1.40
H -4.423588 -5.287162 1.745232 -0.0608 -0.0478 0.0448 0.38
C -1.587122 -4.292727 0.206464 0.0602 0.1720 -0.1002 -0.55
C -2.006036 -3.052624 -0.277719 -0.0129 -0.2417 0.0544 0.89
C -0.142949 1.665044 0.658903 -0.6149 0.0026 0.7690 0.00
S -2.019866 0.008421 1.128843 0.4940 0.3215 -0.3435 -0.11
H 2.138274 0.126280 0.557793 -0.0685 -0.0223 0.0496 0.48
C 3.265471 -0.575133 -1.115440 -0.0071 -0.0753 0.0574 -0.71
C 4.082557 1.106106 -2.617661 0.0850 -0.0490 -0.0970 -0.50
H -0.248989 5.670949 2.076656 -0.0732 0.0614 0.0166 0.37
N -0.192517 0.867385 -0.442652 0.2711 0.0879 -0.7253 -0.35
C -1.098718 -0.033510 -0.365662 -0.6597 -0.3738 0.6766 0.76
H -0.576045 -4.605584 -0.001349 0.1190 -0.0375 -0.0210 0.41
```
Forces are in eV/Å.